#1
Here is a 2-piece molecular cluster, C12H16N2 overall from the OMol25 dataset. Energies are from ωB97M-V with the def2-TZVPD basis set.

CARTESIAN COORDINATES (ANGSTROEM)
C -4.361 -2.285 -0.188
C -3.824 -0.938 -0.498
C -3.016 -0.369 -1.449
N -3.005 1.037 -1.307
C -3.758 1.300 0.000
N -4.145 0.167 0.529
H -5.177 -2.375 -0.896
H -4.773 -2.325 0.879
H -3.470 -2.880 -0.154
H -2.340 -0.733 -2.290
H -2.391 1.694 -1.755
H -3.886 2.327 0.242
C 1.937 -2.037 -0.203
C 1.149 -0.907 0.399
C 2.099 0.244 0.464
C 2.261 1.147 -0.613
C 3.002 2.356 -0.439
C 3.780 2.575 0.714
C 3.637 1.638 1.802
C 2.870 0.504 1.626
H 2.745 -2.424 0.453
H 2.320 -1.803 -1.259
H 1.311 -2.935 -0.308
H 0.287 -0.788 -0.236
H 0.621 -1.179 1.427
H 1.706 0.931 -1.551
H 2.984 2.921 -1.268
H 4.352 3.501 0.762
H 4.089 1.929 2.715
H 2.995 -0.293 2.403

For the LUMO energy, the calculation gives 0.68 eV. For the HOMO energy, the calculation gives -8.52 eV. As for the SMILES: Cc1c[nH]cn1.CCc1ccccc1. For the frontier orbital gap, the calculation gives 9.2 eV.

#2
Here is a 2-piece molecular cluster, C12H16N2 overall from the OMol25 dataset. Energies are from ωB97M-V with the def2-TZVPD basis set.

CARTESIAN COORDINATES (ANGSTROEM)
C -0.594 2.758 -1.384
C -1.788 2.715 -0.419
C -2.593 1.486 -0.544
C -3.623 1.128 0.311
N -4.119 -0.029 -0.198
C -3.417 -0.365 -1.348
N -2.520 0.572 -1.559
H -0.071 1.791 -1.394
H -0.008 3.647 -1.188
H -0.968 2.804 -2.411
H -1.461 2.877 0.621
H -2.344 3.631 -0.645
H -4.003 1.569 1.211
H -4.674 -0.638 0.373
H -3.671 -1.135 -2.048
C 4.440 -2.120 0.095
C 3.119 -1.631 0.640
C 2.160 -1.390 -0.413
C 0.832 -1.210 -0.098
C 0.399 -1.111 1.229
C 1.352 -1.031 2.214
C 2.671 -1.462 1.902
H 4.237 -2.989 -0.523
H 5.095 -2.426 0.918
H 4.930 -1.383 -0.530
H 2.596 -1.431 -1.397
H 0.213 -1.271 -0.984
H -0.644 -1.078 1.498
H 1.169 -0.816 3.253
H 3.284 -1.463 2.817

For the LUMO energy, the calculation gives 0.83 eV. For the HOMO energy, the calculation gives -8.42 eV. As for the SMILES: CCc1c[nH]cn1.Cc1ccccc1. For the frontier orbital gap, the calculation gives 9.3 eV.

It is #2 that is the most stable of them.

#1
Here is a single C3H2N4O molecule from the OMol25 dataset. Energies are from ωB97M-V with the def2-TZVPD basis set.

CARTESIAN COORDINATES (ANGSTROEM)
O 2.253 -0.272 0.920
C 1.431 -0.296 0.053
N 0.535 -1.183 -0.528
C -0.697 -1.331 -0.289
N -1.300 -0.536 0.737
N -0.960 0.736 0.743
C -0.275 1.324 -0.257
N 0.916 0.964 -0.715
H -1.420 -1.947 -0.570
H -0.483 2.541 -0.093

For the LUMO energy, the calculation gives -1.71 eV. For the HOMO energy, the calculation gives -9.62 eV. As for the SMILES: O=c1ncnncn1. For the frontier orbital gap, the calculation gives 7.9 eV.

#2
Here is a single C3H2N4O molecule from the OMol25 dataset. Energies are from ωB97M-V with the def2-TZVPD basis set.

CARTESIAN COORDINATES (ANGSTROEM)
O -2.443 -0.419 0.722
C -1.561 -0.281 -0.058
N -0.952 0.924 -0.530
C 0.259 1.108 -0.301
C 1.148 0.192 0.445
N 1.241 -1.104 0.434
N 0.330 -1.707 -0.445
N -0.871 -1.442 -0.622
H 0.871 1.984 -0.648
H 1.978 0.746 1.002

For the LUMO energy, the calculation gives -1.17 eV. For the HOMO energy, the calculation gives -9.70 eV. As for the SMILES: O=c1nccnnn1. For the frontier orbital gap, the calculation gives 8.5 eV.

It is #2 that is the most stable of them.

#1
Here is a single C3H2N4O molecule from the OMol25 dataset. Energies are from ωB97M-V with the def2-TZVPD basis set.

CARTESIAN COORDINATES (ANGSTROEM)
O -2.280 -0.092 0.842
C -1.478 -0.094 -0.034
N -0.746 -1.174 -0.575
C 0.497 -1.243 -0.292
N 1.305 -0.396 0.481
C 0.954 0.866 0.449
N 0.057 1.554 -0.397
N -1.065 1.131 -0.748
H 1.087 -2.099 -0.673
H 1.669 1.547 0.948

For the LUMO energy, the calculation gives -1.46 eV. For the HOMO energy, the calculation gives -9.94 eV. As for the SMILES: O=c1ncncnn1. For the frontier orbital gap, the calculation gives 8.5 eV.

#2
Here is a single C3H2N4O molecule from the OMol25 dataset. Energies are from ωB97M-V with the def2-TZVPD basis set.

CARTESIAN COORDINATES (ANGSTROEM)
H 2.751 0.073 0.462
N 2.210 -1.011 0.072
C 1.062 -0.516 -0.080
N 0.722 0.841 -0.275
N -0.680 1.131 -0.056
C -1.115 -0.055 -0.230
C -2.491 -0.364 -0.185
N -3.643 -0.558 0.158
O -0.188 -1.110 -0.301
H 1.371 1.569 0.436

For the LUMO energy, the calculation gives -0.54 eV. For the HOMO energy, the calculation gives -10.09 eV. As for the SMILES: [H]/N=c1\[nH]nc(C#N)o1. For the frontier orbital gap, the calculation gives 9.5 eV.

#3
Here is a single C3H2N4O molecule from the OMol25 dataset. Energies are from ωB97M-V with the def2-TZVPD basis set.

CARTESIAN COORDINATES (ANGSTROEM)
O 2.045 -0.070 0.906
C 1.341 -0.152 -0.084
N 1.027 0.763 -1.050
N 0.081 1.436 -0.654
C -0.735 0.894 0.344
C -0.876 -0.589 0.446
N -0.360 -1.506 -0.514
N 0.855 -1.293 -0.768
H -1.532 1.462 0.729
H -1.847 -0.945 0.645

For the LUMO energy, the calculation gives -1.43 eV. For the HOMO energy, the calculation gives -10.14 eV. As for the SMILES: O=c1nnccnn1. For the frontier orbital gap, the calculation gives 8.7 eV.

#4
Here is a single C3H2N4O molecule from the OMol25 dataset. Energies are from ωB97M-V with the def2-TZVPD basis set.

CARTESIAN COORDINATES (ANGSTROEM)
N 1.102 -3.085 1.430
C 0.677 -2.022 1.080
C 0.336 -0.732 0.542
N 1.163 0.258 0.673
N 1.021 1.345 -0.172
C -0.133 1.457 -0.667
N -1.153 0.580 -0.285
O -0.691 -0.766 -0.280
H -0.402 2.339 -1.301
H -1.920 0.627 -1.021

For the LUMO energy, the calculation gives -0.78 eV. For the HOMO energy, the calculation gives -9.84 eV. As for the SMILES: N#CC1=NN=CNO1. For the frontier orbital gap, the calculation gives 9.1 eV.

It is #1 that is the most stable of them.

#1
Here is a 2-piece molecular cluster, C7H11NO overall from the OMol25 dataset. Energies are from ωB97M-V with the def2-TZVPD basis set.

CARTESIAN COORDINATES (ANGSTROEM)
C 1.741 -0.609 1.209
C 0.778 -0.132 0.110
C 1.076 0.976 -0.609
C 0.122 1.411 -1.504
C -1.091 0.707 -1.840
C -1.325 -0.550 -1.253
C -0.432 -0.901 -0.259
N -0.512 -2.252 0.290
H 2.456 0.050 1.657
H 0.969 -1.036 2.022
H 2.084 -1.566 1.016
H 2.136 1.317 -0.446
H 0.181 2.115 -2.184
H -1.813 0.997 -2.531
H -2.411 -0.762 -1.365
H -0.410 -2.220 1.335
H -1.306 -2.778 0.141
O -0.677 1.890 1.765
H -0.649 2.330 0.931
H -0.916 1.013 1.516

For the LUMO energy, the calculation gives 0.84 eV. For the HOMO energy, the calculation gives -8.25 eV. As for the SMILES: Cc1ccccc1N.O. For the frontier orbital gap, the calculation gives 9.1 eV.

#2
Here is a single C7H11NO molecule from the OMol25 dataset. Energies are from ωB97M-V with the def2-TZVPD basis set.

CARTESIAN COORDINATES (ANGSTROEM)
C 0.670 2.612 0.406
C -1.721 -2.037 0.103
C 0.841 0.307 -1.903
C -1.257 -0.609 0.243
C 0.808 0.323 -0.427
C 0.266 -0.388 0.670
C 0.740 -1.222 1.637
N 1.032 1.208 0.526
O -2.010 0.317 0.051
H -0.258 2.772 -0.145
H 0.585 3.019 1.413
H 1.495 3.130 -0.089
H -1.666 -2.388 -0.929
H -1.160 -2.748 0.710
H -2.750 -2.180 0.431
H 0.223 1.096 -2.334
H 0.489 -0.653 -2.274
H 1.869 0.523 -2.216
H 1.138 -0.787 2.541
H 0.666 -2.297 1.586

For the LUMO energy (alpha / beta), the calculation gives 0.31 / 0.45 eV. For the HOMO energy (alpha / beta), the calculation gives -6.08 / -6.54 eV. For the frontier orbital gap (alpha / beta), the calculation gives 6.4 / 7.0 eV.

#3
Here is a single C7H11NO molecule from the OMol25 dataset. Energies are from ωB97M-V with the def2-TZVPD basis set.

CARTESIAN COORDINATES (ANGSTROEM)
C -0.618 0.550 2.903
C -0.070 0.380 1.491
C -0.420 0.980 0.250
C -0.085 0.862 -1.100
C 0.513 -0.402 -1.543
N 0.006 -0.656 -2.999
C 0.234 -1.109 -0.331
O 0.713 -2.182 0.562
C 0.877 -0.735 0.909
H 0.213 0.265 3.520
H -0.723 1.793 2.835
H -1.608 -0.111 3.072
H -1.128 1.913 0.327
H 0.361 1.770 -1.430
H -0.974 1.323 -1.677
H 1.578 -0.473 -1.519
H 0.930 -1.199 -3.571
H -0.845 -1.430 -2.664
H -0.916 -1.092 -0.013
H 1.964 -0.448 0.976

For the LUMO energy, the calculation gives 0.89 eV. For the HOMO energy, the calculation gives -8.32 eV. As for the SMILES: CC1=CC[C@H](N)[C@H]2O[C@H]12. For the frontier orbital gap, the calculation gives 9.2 eV.

It is #1 that is the most stable of them.

#1
Here is a single C7H11NO molecule from the OMol25 dataset. Energies are from ωB97M-V with the def2-TZVPD basis set.

CARTESIAN COORDINATES (ANGSTROEM)
C 2.984 -0.249 0.076
C 1.972 0.428 -0.459
N 0.455 0.227 -0.507
C -0.133 0.064 -1.851
C -0.211 -0.156 0.626
C 0.148 -0.620 1.824
C -1.752 0.309 0.530
C -2.748 -0.497 0.166
O -2.001 1.599 0.929
H 2.847 -1.153 0.653
H 4.010 0.071 -0.090
H 2.209 1.289 -1.085
H -0.813 0.896 -2.054
H 0.640 0.060 -2.626
H -0.678 -0.882 -1.930
H -0.585 -0.733 2.616
H 1.135 -0.997 2.037
H -2.567 -1.526 -0.124
H -3.776 -0.148 0.181
H -1.138 2.019 1.089

For the LUMO energy, the calculation gives 0.87 eV. For the HOMO energy, the calculation gives -8.24 eV. As for the SMILES: C=CN(C)C(=C)C(=C)O. For the frontier orbital gap, the calculation gives 9.1 eV.

#2
Here is a 2-piece molecular cluster, C7H11NO overall from the OMol25 dataset. Energies are from ωB97M-V with the def2-TZVPD basis set.

CARTESIAN COORDINATES (ANGSTROEM)
C 1.837 0.636 1.089
C 0.648 0.076 0.832
C 0.468 -0.789 -0.393
O 1.422 -1.027 -1.127
C -0.679 -1.809 -0.244
N -0.318 -2.882 0.666
H 2.023 1.236 1.969
H 2.615 0.582 0.341
H -0.113 0.016 1.601
H -1.578 -1.315 0.132
H -0.886 -2.237 -1.226
H 0.504 -3.364 0.322
H -0.107 -2.523 1.589
C -0.732 0.946 -1.678
C -0.701 1.767 -0.630
C -0.906 2.779 0.158
H -1.652 0.443 -1.947
H 0.041 0.993 -2.437
H -1.201 3.749 -0.230
H -0.684 2.723 1.214

For the LUMO energy, the calculation gives 0.57 eV. For the HOMO energy, the calculation gives -9.02 eV. As for the SMILES: C=CC(=O)CN.C=C=C. For the frontier orbital gap, the calculation gives 9.6 eV.

#3
Here is C7H11NO as an isolated structure from the OMol25 dataset. Energies are from ωB97M-V with the def2-TZVPD basis set.

CARTESIAN COORDINATES (ANGSTROEM)
C 1.384 0.533 0.213
C 1.086 1.696 -0.689
C -1.461 -1.914 -0.357
C 0.798 -0.825 0.015
C -0.454 -0.965 -0.928
C 0.302 0.429 1.537
C -0.914 0.946 1.592
N -0.610 -0.485 -2.076
O 1.366 -1.863 0.358
H 2.433 0.455 0.506
H 0.150 0.080 -2.445
H 0.791 0.069 2.432
H 0.023 1.823 -0.878
H 1.604 1.572 -1.645
H 1.455 2.614 -0.233
H -2.360 -1.897 -0.964
H -1.033 -2.917 -0.369
H -1.675 -1.662 0.680
H -1.478 1.211 0.711
H -1.410 1.100 2.540

For the LUMO energy, the calculation gives 0.36 eV. For the HOMO energy, the calculation gives -8.98 eV. For the frontier orbital gap, the calculation gives 9.3 eV.

It is #3 that is the most stable of them.